Entry 1:
{
  "formula": "C2H9OS",
  "method": "wB97M-V/def2-TZVPD",
  "species": ["O", "H", "H", "H", "C", "S", "C", "H", "H", "H", "H", "H", "H"],
  "positions_angstrom": [[2.215261, -1.748799, -0.544057], [3.143445, -1.639734, -0.171359], [2.065765, -2.378542, -1.227394], [0.320404, 0.620140, -1.303737], [0.256995, 0.083464, 1.008469], [-0.221118, 1.345325, -0.310103], [-2.030987, 1.064510, -0.300745], [0.286492, 0.597679, 1.908438], [1.252554, -0.173845, 0.775058], [-0.332129, -0.833854, 1.139508], [-2.090636, 0.109083, 0.309615], [-2.493547, 2.003010, 0.065121], [-2.372494, 0.951568, -1.348819]],
  "atomic_forces_ev_per_a": [[0.9, 2.0, 2.0], [-1.7, -1.0, -1.5], [0.9, -0.9, -0.6], [-0.5, -0.1, -0.3], [-0.3, 0.2, -1.1], [0.3, -1.1, 1.6], [0.2, -0.7, -0.6], [-0.2, 1.2, 1.7], [1.1, -0.4, -0.5], [-0.2, 0.5, -0.8], [-0.8, 1.6, -0.8], [0.3, -0.9, 0.3], [0.2, -0.2, 0.6]],
  "de_lowest_kj_mol": 89.3,
  "e_lumo_ev": -3.85,
  "homo_ha": -0.564,
  "gap_ev": 11.491,
  "total_energy_ev": -15094.591,
  "total_charge": 1
}

Entry 2:
{
  "formula": "C2H9OS",
  "method": "wB97M-V/def2-TZVPD",
  "species": ["O", "H", "H", "H", "C", "S", "C", "H", "H", "H", "H", "H", "H"],
  "positions_angstrom": [[-2.122323, -0.013191, 0.030002], [-2.673478, 0.073736, -0.741412], [-2.713527, -0.380206, 0.684983], [-0.407028, -1.003536, 0.604685], [0.989930, -0.654253, -1.202590], [0.960296, -0.877099, 0.639271], [0.767284, 0.908543, 1.083110], [0.027867, -0.334295, -1.580387], [1.335266, -1.581094, -1.655052], [1.775082, 0.079663, -1.372964], [-0.202373, 1.083592, 1.548057], [1.552763, 1.184075, 1.777447], [0.710241, 1.514062, 0.184849]],
  "atomic_forces_ev_per_a": [[0.6, -0.1, 0.3], [-0.3, 0.1, -0.6], [-0.3, -0.1, 0.4], [0.4, -0.4, 0.2], [1.1, -0.3, 0.4], [-1.5, 1.3, -1.1], [-0.3, 0.0, 0.4], [-0.1, 0.0, 0.2], [-0.3, -0.1, 0.1], [-0.1, 0.1, -0.1], [0.1, -0.5, 0.2], [0.2, 0.1, -0.2], [0.5, -0.1, -0.2]],
  "de_lowest_kj_mol": 27.9,
  "e_lumo_ev": -3.66,
  "homo_ha": -0.601,
  "gap_ev": 12.705,
  "total_energy_ev": -15095.228,
  "total_charge": 1
}

Entry 3:
{
  "formula": "C2HAgFO",
  "method": "wB97M-V/def2-TZVPD",
  "species": ["H", "C", "C", "O", "F", "Ag"],
  "positions_angstrom": [[-1.035744, -1.526920, 0.619425], [-0.207038, -0.044415, 0.180802], [-1.357741, -0.647635, -0.119071], [0.863356, 0.415951, -0.064192], [-2.500954, -0.003601, -0.017960], [2.205181, 1.859210, 0.275858]],
  "atomic_forces_ev_per_a": [[-2.0, -0.6, -1.7], [6.7, 5.0, -3.5], [-3.1, -1.0, 4.1], [-5.8, -4.0, 1.4], [1.9, -1.7, -0.8], [2.3, 2.3, 0.5]],
  "e_lumo_ev": [-12.33, -14.94],
  "spin_multiplicity": 2,
  "homo_ha": [-0.828, -0.834],
  "gap_ev": [10.189, 7.748],
  "total_energy_ev": -10827.967,
  "total_charge": 2
}

Entry 4:
{
  "formula": "C2HBF6",
  "method": "wB97M-V/def2-TZVPD",
  "species": ["F", "B", "C", "F", "F", "C", "F", "F", "F", "H"],
  "positions_angstrom": [[1.044989, -1.799999, 0.924545], [-0.053253, -1.133984, 1.109106], [0.000685, 0.372191, 0.521676], [1.113017, 0.914230, 1.050701], [-0.960387, 1.115219, 1.017291], [0.030732, 0.538689, -1.169729], [0.750023, -0.416442, -1.724774], [0.408486, 1.705863, -1.646379], [-1.241858, 0.361276, -1.477290], [-1.092434, -1.657043, 1.394854]],
  "atomic_forces_ev_per_a": [[0.6, -0.5, 0.5], [-1.1, 0.0, -1.8], [1.3, -0.4, -1.6], [1.6, 0.4, -0.1], [-2.1, 1.0, 0.0], [-0.7, -0.4, 3.1], [0.5, -0.4, -0.2], [0.4, 0.3, 0.3], [-0.9, -0.2, -0.7], [0.4, 0.1, 0.5]],
  "de_lowest_kj_mol": 0.0,
  "e_lumo_ev": -0.24,
  "homo_ha": -0.424,
  "gap_ev": 11.286,
  "total_energy_ev": -19072.227,
  "total_charge": 0
}

Entry 5:
{
  "formula": "C2HBr2ClO",
  "method": "wB97M-V/def2-TZVPD",
  "species": ["C", "C", "O", "Cl", "Br", "Br", "H"],
  "positions_angstrom": [[0.274625, 0.812446, -0.240774], [-0.296096, -0.480108, 0.077261], [1.409715, 1.028190, -0.443895], [-1.012852, 2.037887, 0.082080], [0.770957, -0.992933, 1.579432], [0.186515, -1.799034, -1.454551], [-1.332865, -0.606449, 0.400448]],
  "atomic_forces_ev_per_a": [[-0.4, 1.6, 0.3], [0.4, -3.5, -0.5], [-0.1, 0.8, -0.7], [0.5, 0.2, -0.4], [0.0, -0.6, 0.9], [-0.8, 1.2, 1.1], [0.3, 0.3, -0.8]],
  "de_lowest_kj_mol": 51.1,
  "e_lumo_ev": -0.85,
  "homo_ha": -0.391,
  "gap_ev": 9.797,
  "total_energy_ev": -156744.297,
  "total_charge": 0
}

Entry 6:
{
  "formula": "C2HBr2N3",
  "method": "wB97M-V/def2-TZVPD",
  "species": ["C", "C", "N", "N", "N", "Br", "Br", "H"],
  "positions_angstrom": [[-1.405625, -0.396707, 0.015149], [1.945951, -0.044294, 0.193979], [-1.125259, 0.861723, -0.150354], [1.124977, 0.826439, -0.004027], [0.077178, 1.425791, -0.001624], [-3.261273, -0.707491, -0.209795], [3.568739, -0.650210, -0.245876], [-0.924688, -1.315254, 0.402550]],
  "atomic_forces_ev_per_a": [[-0.2, 1.6, 0.2], [-1.2, 2.0, 0.5], [-0.9, -2.7, -0.5], [2.0, -4.3, 0.2], [-0.6, 3.0, 0.5], [-0.1, -0.3, 0.0], [0.4, -0.3, -0.5], [0.4, 0.9, -0.5]],
  "de_lowest_kj_mol": 445.9,
  "e_lumo_ev": [-0.90, -0.90],
  "homo_ha": [-0.310, -0.310],
  "gap_ev": [7.549, 7.547],
  "total_energy_ev": -146639.795,
  "total_charge": 0
}

Entry 7:
{
  "formula": "C2HBr2N3",
  "method": "wB97M-V/def2-TZVPD",
  "species": ["C", "C", "N", "N", "N", "Br", "Br", "H"],
  "positions_angstrom": [[-0.028433, 0.317328, -0.446187], [0.296328, 0.148056, -2.607096], [1.327436, 0.525429, -0.309435], [1.454456, 0.643099, -2.497577], [2.039945, 0.729215, -1.304198], [-1.271468, 1.794113, -0.773512], [-0.528481, -0.190922, -4.229343], [-0.284431, -0.333453, 0.405163]],
  "atomic_forces_ev_per_a": [[0.4, -0.3, -1.5], [1.4, -0.5, 2.4], [-1.1, 1.1, 0.4], [-1.9, 0.0, -2.7], [1.7, -0.2, 1.4], [0.6, -0.4, 0.5], [-0.2, 0.4, 0.6], [-0.9, 0.0, -0.9]],
  "de_lowest_kj_mol": 416.9,
  "e_lumo_ev": -1.43,
  "homo_ha": -0.344,
  "gap_ev": 7.936,
  "total_energy_ev": -146640.095,
  "total_charge": 0
}

Entry 8:
{
  "formula": "C2HBr4F",
  "method": "wB97M-V/def2-TZVPD",
  "species": ["C", "C", "F", "Br", "Br", "Br", "Br", "H"],
  "positions_angstrom": [[0.498542, 0.235741, 1.427024], [1.188895, -0.299145, 0.435644], [-0.462388, -0.455805, 2.061860], [-3.446540, -0.013908, -2.316100], [0.795980, -1.976672, -0.311658], [2.186089, 0.773157, -0.743177], [-1.282023, 0.610482, -2.479455], [0.521444, 1.126150, 1.925861]],
  "atomic_forces_ev_per_a": [[-0.8, -2.4, -0.2], [-0.5, 0.3, -0.9], [0.0, -0.8, -0.1], [-0.4, -0.1, 0.0], [-0.1, -0.1, 0.5], [0.4, 0.3, 0.3], [0.4, 0.1, 0.0], [0.9, 2.7, 0.4]],
  "de_lowest_kj_mol": 54.1,
  "e_lumo_ev": -1.27,
  "homo_ha": -0.354,
  "gap_ev": 8.367,
  "total_energy_ev": -284975.917,
  "total_charge": 0
}

Entry 9:
{
  "formula": "C2HBr4N3",
  "method": "wB97M-V/def2-TZVPD",
  "species": ["Br", "C", "C", "N", "N", "Br", "N", "H", "Br", "Br"],
  "positions_angstrom": [[-1.553895, 1.337533, 1.776172], [-0.922467, 0.100475, 0.597620], [-0.737408, 0.174154, -0.800004], [-0.107594, -0.894616, -1.150879], [0.049266, -1.559146, -0.028997], [0.806526, -3.226063, -0.001683], [-0.405684, -1.003848, 1.057049], [-1.116826, 0.885881, -1.365804], [2.486190, 1.916212, -1.114253], [1.501889, 2.269417, 1.030781]],
  "atomic_forces_ev_per_a": [[-1.0, 0.7, 0.6], [0.0, 0.4, -0.4], [0.2, -1.5, 4.0], [0.6, -1.5, -1.2], [0.8, -0.9, -0.5], [0.0, 0.1, 0.0], [0.0, -0.5, 0.6], [-1.2, 3.0, -3.0], [-0.5, 0.2, 1.3], [1.0, -0.1, -1.4]],
  "de_lowest_kj_mol": 0.0,
  "e_lumo_ev": -2.01,
  "homo_ha": -0.351,
  "gap_ev": 7.543,
  "total_energy_ev": -286727.533,
  "total_charge": 0
}

Entry 10:
{
  "formula": "C2HBr4N3",
  "method": "wB97M-V/def2-TZVPD",
  "species": ["C", "C", "N", "N", "N", "Br", "Br", "Br", "Br", "H"],
  "positions_angstrom": [[3.018213, 0.002940, 0.282879], [2.480834, 0.919579, 1.090924], [-1.423076, -1.647113, -0.317971], [-0.787241, -0.795560, -0.603622], [0.132300, -0.031432, -0.738785], [4.445533, 0.703780, -0.841902], [2.666227, -1.883245, 0.332447], [1.191871, 0.407799, 2.440891], [2.874833, 2.690622, 1.263465], [0.206765, 0.905083, -1.043570]],
  "atomic_forces_ev_per_a": [[3.8, -5.7, -6.5], [-5.0, 4.8, 6.5], [-2.3, -2.3, 0.4], [1.4, 2.3, -0.2], [2.1, -0.6, 0.2], [-0.7, -1.1, 0.8], [0.7, 1.6, 0.2], [0.9, -0.1, -0.7], [0.4, 0.4, -0.2], [-1.2, 0.8, -0.5]],
  "de_lowest_kj_mol": 0.0,
  "e_lumo_ev": [0.14, -3.08],
  "spin_multiplicity": 3,
  "homo_ha": [-0.219, -0.371],
  "gap_ev": [6.102, 7.000],
  "total_energy_ev": -286722.994,
  "total_charge": 0
}